[1]
Computed, not measured: a structure of composition C46H36N5O12S3W at a distorted geometry, with wB97M-V/def2-TZVPD.

Geometry as XYZ:
```
103
C46H36N5O12S3W (wB97M-V/def2-TZVPD)
W 0.5972 -0.5827 -0.8249
O -0.7439 0.1529 -2.1523
C -1.6283 1.1070 -2.1766
C -1.7879 1.8503 -3.3472
C -2.7592 2.8270 -3.3984
C -3.5946 3.0821 -2.2973
C -3.4322 2.3300 -1.1544
C -2.4461 1.3396 -1.0969
C -2.2604 0.5532 0.0832
N -1.3520 -0.3251 0.2836
N -1.5410 -0.9697 1.4937
C -0.7103 -1.9216 1.5656
O 0.0817 -2.2120 0.5745
C -0.6775 -2.6722 2.8653
C -1.3775 -2.1071 3.9374
C -1.4066 -2.6871 5.1941
C -0.7130 -3.8734 5.4074
C -0.0118 -4.4520 4.3656
C 0.0154 -3.8570 3.1041
H -1.1269 1.6446 -4.1848
H -2.8715 3.4089 -4.3065
H -4.3511 3.8592 -2.3447
H -4.0606 2.4968 -0.2832
H -2.9778 0.6504 0.8823
H -1.9058 -1.1792 3.7462
H -1.9574 -2.2137 6.0002
H -0.7140 -4.3480 6.3835
H 0.5346 -5.3821 4.5187
H 1.1153 -5.2460 2.4392
O 0.7154 -4.4426 2.1001
S 2.5080 -3.1577 0.0347
O 3.7220 -3.6785 -0.5995
O 2.1788 -1.7175 -0.6150
C 3.1566 -2.4924 1.6162
C 3.7248 -3.5101 2.3700
C 4.3422 -3.2484 3.5814
C 4.4121 -1.9493 4.0576
C 3.8686 -0.9137 3.3212
C 3.2387 -1.1660 2.0986
S 2.5379 0.2842 1.3197
O 2.7000 1.3615 2.2449
O 3.0608 0.5279 -0.0065
O 1.0606 -0.1195 1.1380
H 3.7052 -4.5248 1.9722
H 4.7769 -4.0621 4.1515
H 4.8927 -1.7375 5.0061
H 3.9134 0.1048 3.6803
S 3.5266 -0.7749 -4.5164
C 2.4220 -0.5731 -3.3755
N 1.5988 -0.4109 -2.5602
O -0.7494 2.1480 1.3062
C -0.1302 2.4904 0.3160
N -0.0265 3.8094 -0.0629
C 1.0113 4.0509 -1.0457
C 1.3848 2.5693 -1.4081
O 2.1457 2.3295 -2.2953
N 0.6315 1.7002 -0.5741
C 0.4577 4.8115 -2.2602
C -0.8085 5.3745 -2.1999
C -1.3228 6.0994 -3.2742
C -0.5775 6.2486 -4.4320
C 0.6897 5.6721 -4.5064
C 1.2099 4.9688 -3.4273
C 2.2138 4.7740 -0.4144
C 2.9862 4.0962 0.5235
C 4.0036 4.7439 1.2054
C 4.2649 6.0886 0.9619
C 3.5046 6.7712 0.0228
C 2.4829 6.1165 -0.6640
H -0.2215 4.4886 0.6529
H -1.4102 5.2281 -1.3105
H -2.3125 6.5377 -3.2033
H -0.9755 6.8099 -5.2715
H 1.2752 5.7651 -5.4148
H 2.1945 4.5198 -3.4895
H 2.8006 3.0492 0.7313
H 4.5915 4.1897 1.9294
H 5.0546 6.5993 1.5016
H 3.7025 7.8170 -0.1823
H 1.8957 6.6608 -1.3942
C -4.8512 -4.8386 1.6116
C -3.8638 -4.4473 0.5360
C -4.0784 -3.3414 -0.2756
C -3.1366 -2.9365 -1.2163
C -3.4501 -1.8097 -2.1723
C -1.9414 -3.6465 -1.3124
C -1.7335 -4.8120 -0.5780
C -0.5041 -5.6698 -0.7896
C -2.7054 -5.1911 0.3392
C -0.8641 -3.1609 -2.2303
O -0.6703 -3.6720 -3.2997
O -0.1378 -2.1216 -1.8511
H -5.7024 -4.1530 1.6343
H -4.3772 -4.8153 2.6001
H -5.2361 -5.8520 1.4537
H -4.9975 -2.7664 -0.1669
H -4.2513 -1.1739 -1.7873
H -3.7783 -2.2177 -3.1314
H -2.5824 -1.1878 -2.3731
H 0.3785 -5.0809 -1.0476
H -0.6663 -6.3723 -1.6113
H -0.2762 -6.2475 0.1096
H -2.5397 -6.0858 0.9417
```

- Charge: -1
- Maximum force: 0.065 hartree/bohr

***

[2]
Computed, not measured: a structure of composition C11H18BF2MoN4O3S2 at a distorted geometry, with wB97M-V/def2-TZVPD.

Geometry as XYZ:
```
42
C11H18BF2MoN4O3S2 (wB97M-V/def2-TZVPD)
Mo 0.0295 0.6719 -0.5852
O 2.1141 0.3626 -0.4479
N 2.8821 1.3730 -0.0402
C 4.1638 1.0620 0.2802
C 5.0162 2.0019 0.7678
C 4.5492 3.3186 0.9323
C 3.2676 3.6206 0.5753
C 2.3902 2.6386 0.0567
S 0.7886 2.9988 -0.4327
H 4.4134 0.0224 0.1335
H 6.0249 1.7189 1.0288
H 5.1973 4.0835 1.3383
H 2.8686 4.6188 0.6883
N 0.0046 0.4368 1.8469
C -0.8570 1.5005 2.4235
C -2.2066 1.4534 1.7296
C -2.0781 2.1832 0.4217
O -2.0152 3.3808 0.3679
O -2.1194 1.4491 -0.7300
H -0.3968 -0.4716 2.0552
H 0.9300 0.4950 2.2558
H -0.3756 2.4586 2.2327
H -0.9894 1.3953 3.5044
H -2.9549 1.9752 2.3249
H -2.5196 0.4219 1.5963
C -1.8768 -3.0987 -3.5419
N -0.8238 -2.5624 -2.7042
C -0.7751 -2.6717 -1.3744
S 0.4979 -1.8768 -0.5216
N -1.6516 -3.4954 -0.7977
C -1.7679 -3.7200 0.6334
H -1.5810 -2.9864 -4.5810
H -2.8178 -2.5627 -3.3879
H -2.0177 -4.1619 -3.3415
H -0.2465 -1.8272 -3.0760
H -2.4630 -3.7383 -1.3428
H -0.8491 -3.3951 1.1098
H -1.9163 -4.7829 0.8208
H -2.6056 -3.1531 1.0391
F -2.4834 -0.2938 -2.2489
B -2.0350 -0.0092 -0.9586
F -2.7146 -0.8341 -0.0509
```

- Charge: 0
- Spin multiplicity: 2
- Maximum force: 0.029 hartree/bohr

***

[3]
Computed, not measured: a structure of composition C24H32EuNO at a distorted geometry, with wB97M-V/def2-TZVPD.

Geometry as XYZ:
```
59
C24H32EuNO (wB97M-V/def2-TZVPD)
Eu -0.5701 0.0997 0.1987
C 0.0697 -0.6221 2.8616
C -0.8814 0.4408 2.9466
C -2.1493 -0.0568 2.5152
H -0.6738 1.4471 3.3077
C -1.9892 -1.4408 2.1969
C -0.6223 -1.7847 2.4092
H -0.1885 -2.7774 2.3156
H 1.1223 -0.5689 3.1441
H -3.0832 0.5055 2.4771
H -2.7800 -2.1238 1.8861
C 0.5555 -1.4367 -1.8428
C 0.5875 -2.4145 -0.7981
C -0.7533 -2.8326 -0.5531
H 1.4782 -2.8419 -0.3419
C -1.6140 -2.1124 -1.4259
C -0.8091 -1.2365 -2.2214
H -1.1581 -0.5962 -3.0338
H 1.4290 -0.9571 -2.2759
H -1.0596 -3.6096 0.1389
H -2.6840 -2.2764 -1.5425
O -1.0000 2.4081 0.8749
C -4.8171 0.0963 -1.4256
C -4.6280 1.3603 -0.9893
C -5.2367 -0.9860 -0.4647
C -4.6212 -0.2356 -2.8834
C -2.0541 2.8339 0.3542
H -4.8579 1.6499 0.0427
H -4.3221 2.1536 -1.6848
H -2.0835 3.0601 -0.7125
H -2.9452 3.0021 0.9620
H -6.2841 -1.2876 -0.6305
H -5.1854 -0.6632 0.5832
H -4.6239 -1.8910 -0.5856
H -5.5278 -0.0167 -3.4725
H -4.3776 -1.2955 -3.0218
H -3.8379 0.3894 -3.3429
C 4.2636 -1.2895 -0.9791
N 4.4360 -0.9023 0.3864
C 5.7662 -0.5692 0.7985
C 3.3186 -0.3751 1.1323
C 2.9011 0.9932 0.6604
C 3.7326 2.1028 0.9538
C 3.4586 3.3563 0.3944
C 2.3503 3.5230 -0.4361
C 1.5015 2.4163 -0.6935
C 1.7736 1.2112 -0.0968
H 5.2047 -1.7552 -1.3019
H 4.0550 -0.4237 -1.6347
H 3.4348 -2.0058 -1.0824
H 6.0865 0.4196 0.4238
H 5.8301 -0.5663 1.8952
H 6.4488 -1.3195 0.3787
H 2.4675 -1.0760 1.0525
H 3.6443 -0.3304 2.1858
H 4.6087 1.9505 1.5969
H 4.1166 4.2001 0.6245
H 2.1396 4.5001 -0.8766
H 0.6374 2.5573 -1.3481
```

- Charge: -2
- Spin multiplicity: 7
- Maximum force: 0.064 hartree/bohr

***

[4]
Computed, not measured: a cluster of 2 separate species, C3H10OS2 in total, with wB97M-V/def2-TZVPD.

Geometry as XYZ:
```
16
C3H10OS2 (wB97M-V/def2-TZVPD)
C -0.0673 -2.1132 -0.9509
C 0.5104 -1.7673 0.4312
O -0.2569 -0.7267 1.0349
H -0.4416 -1.1937 -1.3954
H 0.6682 -2.5562 -1.6069
H -0.9128 -2.7830 -0.8319
H 1.5128 -1.3750 0.3475
H 0.4660 -2.6463 1.0724
H -0.9379 -1.1304 1.5834
C -0.6224 2.3046 -0.7524
S 0.1459 3.5291 0.3565
S 1.5432 2.3520 1.3271
H -1.1846 2.8502 -1.5078
H -1.2718 1.6752 -0.1591
H 0.1273 1.6918 -1.2298
H 0.7215 1.8890 2.2812
```

- SMILES: CCO.CSS
- Charge: 0
- Maximum force: 0.019 hartree/bohr

***

[5]
Computed, not measured: a structure of composition C7H14AlNO at a distorted geometry, with wB97M-V/def2-TZVPD.

Geometry as XYZ:
```
24
C7H14AlNO (wB97M-V/def2-TZVPD)
Al -0.7103 0.4907 0.8680
C -0.2310 -2.1866 4.4124
C -1.7748 -2.2534 3.8081
C -2.7674 -1.7181 4.7815
O -1.7319 -1.6928 2.6887
H -0.2252 -2.7003 5.3744
H 0.1435 -1.1686 4.4735
H 0.4263 -2.7413 3.7435
H -1.9304 -3.3737 3.6706
H -2.7446 -2.2690 5.7237
H -3.8209 -1.7986 4.4735
H -2.6640 -0.6457 4.9907
C 2.7640 1.6174 -4.7460
C 1.7390 2.5851 -4.2000
C 0.3753 1.9079 -3.9657
C 0.2593 1.1422 -2.7318
N 0.1894 0.5493 -1.7515
H 3.7352 2.1038 -4.8548
H 2.5547 1.2035 -5.7332
H 2.9401 0.7653 -4.0833
H 1.5829 3.4271 -4.8736
H 2.0881 3.0592 -3.2807
H 0.2475 1.0867 -4.6859
H -0.4447 2.6099 -4.1021
```

- Charge: +2
- Maximum force: 0.090 hartree/bohr

***

[6]
Computed, not measured: a cluster of 2 separate species, C8H22N3 in total at a distorted geometry, with wB97M-V/def2-TZVPD.

Geometry as XYZ:
```
33
C8H22N3 (wB97M-V/def2-TZVPD)
C -1.5014 -0.9620 1.7947
C 1.3788 2.6279 -0.1184
C 2.9571 0.7544 -0.5703
C -2.1013 0.5643 -0.7650
C -0.1882 -0.9213 -1.7120
C -2.1946 -1.7730 -1.0740
C -0.4932 -0.9261 0.6244
C 1.2543 0.6498 1.2303
N 1.9447 -0.0803 2.1672
N 1.8111 1.2481 0.1222
N -1.2851 -0.7060 -0.6743
H -2.3107 -1.6148 1.8120
H -0.9610 -1.2039 2.8113
H -1.8139 -0.0366 2.0502
H 2.0724 3.5401 0.0863
H 0.9578 2.7164 -1.0718
H 0.4424 2.7263 0.3574
H 2.7355 1.1259 -1.6294
H 3.7958 1.0914 -0.0810
H 2.8521 -0.4488 -0.5043
H -2.6868 0.8812 0.1020
H -1.3481 1.3111 -1.0608
H -2.7183 0.3355 -1.5348
H -0.5767 -0.6157 -2.6770
H 0.5091 -0.1369 -1.5988
H 0.3065 -1.9242 -1.7294
H -1.5941 -2.7488 -0.7982
H -3.2244 -1.8194 -0.4555
H -2.5748 -1.7746 -2.0642
H 0.0058 -1.9280 0.3809
H 0.2930 1.0923 1.6929
H 1.4389 -0.5918 2.9281
H 2.8169 -0.4525 1.9590
```

- Charge: +1
- Spin multiplicity: 3
- Maximum force: 0.124 hartree/bohr

***

[7]
Computed, not measured: a structure of composition C12H14BCoF3N6O2 at a distorted geometry, with wB97M-V/def2-TZVPD.

Geometry as XYZ:
```
39
C12H14BCoF3N6O2 (wB97M-V/def2-TZVPD)
C -2.1873 -0.6234 -1.1199
N -1.0931 -0.0369 -0.5695
N -1.1204 1.2815 -0.9761
C -2.2715 1.5335 -1.6434
C -2.9757 0.3475 -1.7501
B 0.0733 2.2595 -0.7084
N 0.3003 2.1934 0.8233
N 0.3216 0.9811 1.4938
C 0.4607 1.2315 2.8253
C 0.5188 2.6220 3.0099
C 0.3756 3.1857 1.7377
Co -0.0350 -0.7738 1.1859
N 1.2816 1.7226 -1.5943
N 1.6403 0.3996 -1.3683
C 2.5124 0.0649 -2.2836
C 2.7773 1.1568 -3.1411
C 1.9661 2.1934 -2.6762
H 2.9138 -0.9360 -2.2910
H 1.8257 3.2004 -3.0210
H 3.4649 1.1508 -3.9554
H -0.2042 3.3717 -1.0783
H 0.3253 4.2209 1.4344
H -2.5225 2.5370 -1.9677
H 0.6648 3.1451 3.9378
H -3.9345 0.2003 -2.1985
H 0.4928 0.4059 3.5186
H -2.3531 -1.6786 -1.0602
H 2.7513 -1.6854 0.4735
C 1.7756 -1.7183 0.9879
H 2.0217 -1.5897 2.0475
H 1.2891 -0.8016 0.4015
H 1.4175 -2.7174 0.7354
F -2.5049 -5.3567 0.7149
C -2.1287 -4.3036 1.4646
F -3.2518 -3.6834 1.9429
F -1.4140 -4.7628 2.5346
C -1.2591 -3.2044 0.7905
O -0.9256 -3.1693 -0.4032
O -0.9892 -2.3637 1.7462
```

- Charge: +2
- Spin multiplicity: 4
- Maximum force: 0.096 hartree/bohr

***

[8]
Computed, not measured: a cluster of 3 separate species, C5H10N2O2 in total at a distorted geometry, with wB97M-V/def2-TZVPD.

Geometry as XYZ:
```
19
C5H10N2O2 (wB97M-V/def2-TZVPD)
C 0.2486 -0.0972 0.6224
C 0.8905 1.2449 0.8007
N -0.5781 -0.4465 -0.3676
C -2.1540 0.4639 0.7450
N -3.2017 -0.2529 0.2909
C 1.7307 -1.3234 -0.2644
C 2.4053 -1.1061 -1.3708
O -0.4742 0.1844 -1.5676
O -2.2310 1.3915 1.5127
H -0.0362 1.0479 -1.4569
H 0.0597 -0.6786 1.5164
H -4.1431 -0.0433 0.6034
H -3.0325 -1.0005 -0.3604
H 1.9373 -2.1110 0.4554
H 1.2116 1.6973 -0.1384
H 0.1876 1.9197 1.2932
H 1.7771 1.1354 1.4229
H 2.1102 -0.3471 -2.0912
H 3.2921 -1.6783 -1.6457
```

- Charge: 0
- Maximum force: 0.113 hartree/bohr

***

no.,E (Ha)
1,-4213.05895
2,-1963.95767
3,-1773.75053
4,-991.89255
5,-646.71960
6,-481.73384
7,-2651.18919
8,-456.27261